ORCA calculation (wB97M-V/def2-TZVPD) on 2 unconnected molecules or ions with the total composition C12H17F7O2P at a distorted geometry.

XYZ file:
```
39
Properties=species:S:1:pos:R:3:forces:R:3:lowdin_charge:R:1
H 1.0661 -1.8946 -2.4690 -1.308 -1.034 0.926 0.099
H -0.9899 1.1610 -1.8181 -0.707 0.064 1.425 0.127
H 2.3516 4.0912 3.8844 -1.141 1.325 -0.784 0.075
H 0.8567 -2.7943 -0.8780 -0.905 0.238 -1.198 0.091
C -1.4405 3.5785 0.7541 3.351 -0.669 1.502 -0.033
H 0.1208 -1.0012 0.0724 -1.551 0.051 -0.584 0.113
C 0.6018 1.8267 0.7251 -1.258 3.450 1.644 -0.008
H -1.9068 0.2256 1.0526 0.067 -0.384 -1.791 0.150
H -2.4630 3.9752 0.4202 1.729 -0.919 0.410 0.094
C -0.8156 2.2714 0.2079 2.048 1.239 1.608 -0.164
C 0.3223 -2.5283 -1.8501 0.633 -0.135 -0.701 -0.096
F 3.7649 -6.2118 -1.9258 1.722 -1.970 0.040 -0.190
P 3.3527 -4.9715 -2.8628 0.325 -0.277 -0.107 0.184
H 1.1076 0.8761 0.3428 -0.935 1.616 0.525 0.087
C 0.7269 3.9917 2.3586 -1.349 -1.902 -2.514 -0.236
O -3.3536 -0.4313 -0.3199 0.047 -0.070 1.943 -0.101
C -1.5782 1.3194 -0.8560 -0.783 0.981 1.309 -0.085
H 0.0793 -3.4933 -2.4109 0.411 1.461 0.795 0.100
C -3.9979 -0.8518 0.8780 -1.229 -0.710 -0.752 -0.182
F -4.2863 0.2548 1.7893 0.877 -1.641 -1.326 -0.092
C 1.5465 4.8034 3.4607 -0.811 -0.897 0.049 -0.116
C -1.9680 -0.0328 -0.0748 1.413 0.096 0.873 -0.273
H -1.3090 -2.1054 0.3961 0.572 1.283 -0.775 0.135
H 2.3964 2.3639 2.1848 -1.871 0.528 -0.774 0.094
C -0.6760 4.4333 1.8122 1.647 -2.881 -0.961 -0.040
F 4.2262 -5.6735 -4.0162 2.634 -0.392 -0.588 -0.191
H -1.1467 5.4058 2.2099 0.802 -1.762 -0.716 0.090
H 0.8310 5.0320 4.3408 1.217 -0.094 -1.455 0.080
F 2.9985 -3.4016 -2.8242 -1.986 1.797 -1.043 -0.195
O -0.9300 -1.7801 -1.6334 1.289 0.406 1.295 -0.215
H -3.4517 -1.7127 1.4203 -0.417 1.867 -0.475 0.141
F 2.3429 -5.0828 -4.1089 -2.758 0.163 -0.405 -0.189
H -2.5669 1.8706 -1.0941 1.575 -0.996 0.188 0.122
F 4.7152 -4.2668 -2.3799 2.325 -0.716 1.266 -0.189
C -0.9386 -1.2464 -0.2932 -0.975 -0.800 0.576 -0.180
H 2.0148 5.7633 3.0432 -0.710 -1.448 0.672 0.079
C 1.3644 2.6914 1.7915 -3.453 0.856 -1.241 -0.034
F 2.0688 -5.1896 -1.9171 -2.248 1.404 0.875 -0.194
H -5.0367 -1.2655 0.5874 1.711 0.872 0.270 0.142
```
Forces are in eV/Å.

- Net charge: -1
- M: 357.23 g/mol
- Spin multiplicity: 1
- E_tot: -1658.34137 Eh
- Gap between HOMO and LUMO: 9.07 eV
- Energy relative to the best compared isomer or geometry (same formula, charge and spin): 155.7 kcal/mol